--- one ---
Computed, not measured: one molecule with the formula C8H15N3O, with ωB97M-V with the def2-TZVPD basis set.

Spin multiplicity   1
HOMO-LUMO gap (alpha / beta)   6.04 / 7.82 eV
Charge   0

Each line ends with the Mulliken charge.
CARTESIAN COORDINATES (ANGSTROEM)
C -2.91276 -0.62657 -0.04895  0.4390
C -2.51107 1.72420 -0.24704  0.3162
C -2.88618 -2.23319 1.89905  -0.9045
C 1.82975 0.27737 -1.27020  -1.6293
C 1.58944 2.44678 -0.29466  -1.7905
C 1.45872 0.44637 1.27119  -1.6188
C -3.24284 -1.95798 0.39527  -0.5166
C 1.04220 0.99717 -0.20529  1.6160
N -2.92497 0.43604 -0.48866  -0.1709
N -1.15646 1.84377 -0.27357  0.2853
N -0.34884 0.84343 -0.54211  -0.6703
O -3.30441 2.63411 -0.19172  -0.6489
H -3.29587 -1.34913 2.48608  0.3314
H -1.75272 -2.22556 1.96968  0.2155
H -3.25905 -3.30185 2.13716  0.3035
H 2.85466 0.62065 -1.32017  0.4221
H 1.96262 -0.81046 -1.06338  0.3149
H 1.26853 0.38193 -2.21817  0.4068
H 1.22719 2.72434 -1.19469  0.5920
H 2.68389 2.27905 -0.48654  0.3968
H 1.39975 3.21081 0.46734  0.3791
H 2.45408 0.21104 1.27898  0.4431
H 1.26965 1.18484 2.03189  0.3617
H 0.89591 -0.41019 1.52629  0.4109
H -4.34279 -1.91177 0.43578  0.2444
H -2.78680 -2.60189 -0.32242  0.3188
H -0.75998 2.69846 0.08759  0.1526

***

--- two ---
Computed, not measured: one molecule with the formula C8H15N3O, with ωB97M-V with the def2-TZVPD basis set.

Spin multiplicity   1
HOMO-LUMO gap (alpha / beta)   6.68 / 6.68 eV
Charge   0

Each line ends with the Mulliken charge.
CARTESIAN COORDINATES (ANGSTROEM)
C 4.03257 0.03527 1.09916  0.5881
C 1.89333 1.18188 0.79773  -0.5208
C 3.30651 0.82618 0.21464  -0.8882
C 1.25686 -0.02421 1.41162  0.4299
C -1.59791 -1.10278 -0.40061  -0.4538
C -2.42625 -0.43899 -1.56888  -0.5930
C -0.17873 -0.61084 -0.55024  -0.6454
C -2.89216 0.95768 -1.08818  -0.5386
N 4.70746 -0.50752 1.87896  -0.6646
N 1.79422 -0.51756 2.61215  -0.5141
N 0.54004 -0.93466 0.66252  -0.2100
O -3.88295 1.58185 -2.07636  -0.5370
H 1.87845 1.98119 1.57865  0.2822
H 1.21034 1.72358 0.10833  0.4160
H 3.36748 0.58751 -0.80139  0.2872
H -2.16594 -0.80380 0.52570  0.2850
H -1.73710 -2.11472 -0.64768  0.3707
H -3.39289 -0.99494 -1.72895  0.2862
H -1.85504 -0.35448 -2.50656  0.4040
H 0.26001 -1.13567 -1.33414  0.2079
H -0.08031 0.46479 -0.66125  0.2679
H -2.19568 1.77345 -1.11077  0.2755
H -3.33090 0.88540 -0.09038  0.3615
H 2.83767 -0.61163 2.61419  0.2138
H 1.33940 -1.30513 3.02833  0.2586
H 0.76768 -1.97727 0.93309  0.3382
H -3.45616 1.43541 -2.89965  0.2926

***

Verdict on stability: one comes out at the bottom.

***

--- one ---
Computed, not measured: a 3-piece molecular cluster, C6H12Cl6 overall, with ωB97M-V with the def2-TZVPD basis set.

Spin multiplicity   1
HOMO-LUMO gap   11.17 eV
Charge   0

Each line ends with the Mulliken charge.
CARTESIAN COORDINATES (ANGSTROEM)
Cl 29.37007 -2.23055 -18.47368  -0.1763
C 30.40044 -3.60524 -18.97567  -0.3295
C 31.20906 -3.28670 -20.19962  -0.3986
Cl 32.32554 -1.90829 -19.90491  -0.1905
H 29.73250 -4.44914 -19.12822  0.1711
H 31.01254 -3.83996 -18.10757  0.2923
H 30.58216 -3.04551 -21.05242  0.3305
H 31.88839 -4.09816 -20.44958  0.2920
Cl 31.07532 -8.53509 -10.47021  -0.1904
C 31.06990 -7.10634 -11.50834  -0.1829
C 30.59019 -5.85381 -10.76934  -0.4142
Cl 31.62495 -5.36911 -9.43252  -0.1799
H 30.39914 -7.29138 -12.33994  0.0779
H 32.09464 -6.91218 -11.82091  0.3376
H 29.59134 -6.02507 -10.37008  0.3145
H 30.49579 -5.09254 -11.54459  0.2336
Cl 28.15971 -6.04009 -17.42648  -0.2196
C 28.71976 -6.23547 -15.75804  -0.3768
C 27.54541 -6.11730 -14.78434  -0.4580
Cl 28.09294 -5.40663 -13.23868  -0.1972
H 29.50889 -5.51675 -15.57041  0.3089
H 29.11957 -7.24686 -15.72580  0.2954
H 27.11804 -7.08916 -14.56365  0.2886
H 26.78582 -5.46080 -15.19679  0.3716

***

--- two ---
Computed, not measured: a 3-piece molecular cluster, C6H12Cl6 overall, with ωB97M-V with the def2-TZVPD basis set.

Spin multiplicity   1
HOMO-LUMO gap   11.27 eV
Charge   0

Each line ends with the Mulliken charge.
CARTESIAN COORDINATES (ANGSTROEM)
Cl 1.27474 -3.79466 -1.03330  -0.1879
C 0.56879 -2.55962 -2.10202  -0.3413
C 1.41964 -1.31669 -2.16556  -0.2533
Cl 2.90194 -1.55958 -3.11944  -0.1944
H -0.41124 -2.28984 -1.71385  0.1828
H 0.45100 -3.02121 -3.07883  0.3758
H 1.73521 -1.04512 -1.15942  0.0994
H 0.86208 -0.48990 -2.59940  0.3274
Cl 0.92676 0.95458 2.38951  -0.1920
C 1.69211 2.24920 1.41899  -0.4374
C 2.16257 1.67073 0.10854  -0.2361
Cl 2.86804 2.97634 -0.89932  -0.2105
H 2.48525 2.70373 2.00407  0.3690
H 0.91272 2.98992 1.25678  0.2855
H 1.32785 1.24225 -0.43997  0.0647
H 2.94246 0.92466 0.23027  0.3600
Cl -1.37382 -0.93702 0.52723  -0.1296
C -3.08496 -0.56302 0.89346  -0.5392
C -3.17451 0.51138 1.96106  -0.4413
Cl -2.72896 2.12259 1.27345  -0.1855
H -3.54349 -1.48237 1.24980  0.3390
H -3.55017 -0.23695 -0.03155  0.3128
H -2.46166 0.30677 2.75158  0.2964
H -4.20236 0.64382 2.27794  0.3357

***

Verdict on stability: one comes out at the bottom.

***

--- one ---
Computed, not measured: a 2-piece molecular cluster, CH2BrCl2 overall, with ωB97M-V with the def2-TZVPD basis set.

Spin multiplicity   1
HOMO-LUMO gap   6.95 eV
Charge   -1

Each line ends with the Mulliken charge.
CARTESIAN COORDINATES (ANGSTROEM)
Br 1.44657 2.33554 1.67219  -0.9333
C -0.22031 -0.43644 -0.13096  -0.1508
Cl 0.68789 0.08168 -1.60545  -0.1501
Cl -1.77280 -1.08282 -0.72002  -0.2032
H 0.33208 -1.29242 0.25669  0.2404
H -0.47342 0.39445 0.52756  0.1970

***

--- two ---
Computed, not measured: a 2-piece molecular cluster, CH2BrCl2 overall, with ωB97M-V with the def2-TZVPD basis set.

Spin multiplicity   1
HOMO-LUMO gap   7.11 eV
Charge   -1

Each line ends with the Mulliken charge.
CARTESIAN COORDINATES (ANGSTROEM)
Br 0.19027 -1.07843 -2.74464  -0.9170
C -0.03887 0.22645 0.38378  -0.2032
Cl 0.47272 1.47594 1.56116  -0.2195
Cl -0.74534 -1.15665 1.23821  -0.1586
H -0.72344 0.67585 -0.32003  0.2898
H 0.84467 -0.14316 -0.11848  0.2084

***

Verdict on stability: one comes out at the bottom.

***

--- one ---
Computed, not measured: one molecule with the formula CH4N6O, with ωB97M-V with the def2-TZVPD basis set.

Spin multiplicity   1
HOMO-LUMO gap   9.22 eV
Charge   0

Each line ends with the Mulliken charge.
CARTESIAN COORDINATES (ANGSTROEM)
H 0.41100 -1.21943 2.17074  0.2086
N 0.86493 -0.50230 1.63435  -0.7017
C 0.11930 -0.09014 0.63727  0.2013
N 0.60425 0.91426 -0.18323  0.7294
N 1.83306 1.39341 0.10293  -0.8018
N -0.09751 0.89415 -1.35054  -0.2650
N -1.01990 0.01374 -1.34059  -0.2952
N -0.95317 -0.55641 -0.09559  0.3974
O -1.46250 -1.84739 0.10358  -0.4106
H 2.33337 0.75835 0.77963  0.3342
H 1.87032 2.34250 0.35952  0.2157
H -2.25207 -1.65942 0.66660  0.3878

***

--- two ---
Computed, not measured: one molecule with the formula CH4N6O, with ωB97M-V with the def2-TZVPD basis set.

Spin multiplicity   1
HOMO-LUMO gap   9.81 eV
Charge   0

Each line ends with the Mulliken charge.
CARTESIAN COORDINATES (ANGSTROEM)
N 1.88392 -0.35163 -0.09878  -0.5121
N 0.84568 -1.28472 -0.01260  -0.3803
C -0.28478 -0.78036 -0.08882  0.4866
O -1.41764 -1.66168 -0.03079  -0.2437
N -2.60339 -0.84430 0.02232  -0.0309
N -2.30622 0.33274 -0.07778  -0.2324
N -0.89947 0.45400 -0.09457  0.7055
N -0.38214 1.63585 -0.01458  -0.8193
H 2.64910 -0.85153 -0.48094  0.2743
H 2.17886 -0.26003 0.86334  0.2089
H 0.18147 1.80756 0.86993  0.2717
H 0.15460 1.80411 -0.85672  0.2717

***

--- three ---
Computed, not measured: one molecule with the formula CH4N6O, with ωB97M-V with the def2-TZVPD basis set.

Spin multiplicity   1
HOMO-LUMO gap   8.62 eV
Charge   0

Each line ends with the Mulliken charge.
CARTESIAN COORDINATES (ANGSTROEM)
N -1.65128 -1.67771 -0.85221  -0.3725
N -1.24476 -0.41467 -1.16101  -0.3815
C -0.25680 -0.07268 -0.40839  0.4589
N 0.01975 -1.07464 0.58361  -0.1001
N 0.26347 -0.33727 1.61548  -0.2968
N 0.69801 0.97584 1.34199  -0.1371
N 0.38119 1.21252 -0.09030  0.0588
O 1.60350 1.24392 -0.81516  -0.4822
H -1.12214 -2.14626 -0.14061  0.3465
H -1.63014 -2.12553 -1.80203  0.2577
H 0.24292 1.68455 1.90909  0.2877
H 1.95744 2.28348 -1.05780  0.3605

***

Verdict on stability: three comes out at the bottom.